No. 1
The following is a quantum chemistry calculation of a structure of composition C21H21FeN2 in a non-equilibrium geometry, from the OMol25 dataset.

The spin multiplicity is 5. For the HOMO-LUMO gap (alpha / beta), the calculation gives 3.6 / 4.3 eV. For the energy, the calculation gives -2185.9100 hartree. As for the net charge: -1. For the HOMO energy (alpha / beta), the calculation gives -1.05 / -1.72 eV.

Geometry as XYZ:
```
45
Properties=species:S:1:pos:R:3:forces:R:3
C -3.194 -0.916 -2.664 -0.4 0.9 -1.0
C -2.118 0.044 -2.813 -1.0 0.2 -0.8
C -2.626 1.348 -2.433 -0.7 -0.3 -0.8
C -4.015 1.191 -2.040 0.1 -0.3 -1.2
C -4.367 -0.210 -2.186 -0.1 0.3 -1.3
Fe -2.804 0.011 -0.813 0.2 0.3 0.5
C -3.213 -0.167 1.251 -0.3 -2.4 0.5
C -2.687 -1.444 0.691 -1.4 0.6 1.9
C -1.431 -1.211 0.127 1.3 1.3 0.6
C -1.082 0.247 0.320 -0.5 -1.0 2.3
C 0.085 0.868 -0.115 0.2 1.1 -0.2
C 0.730 2.024 0.485 -0.7 -1.5 -0.7
C 1.684 2.766 -0.224 0.2 0.2 0.0
C 2.463 3.707 0.415 0.0 -0.1 -0.2
C 2.318 3.928 1.771 0.4 0.5 0.3
C 1.359 3.228 2.479 -0.2 -0.2 0.0
C 0.568 2.298 1.845 -0.1 0.4 0.4
C -2.266 0.842 1.050 1.8 -0.1 -0.4
H -3.148 -1.974 -2.931 0.0 0.4 0.3
H -1.119 -0.175 -3.195 -0.4 0.1 0.4
H -2.070 2.286 -2.465 -0.2 -0.4 0.2
H -4.686 1.990 -1.714 0.3 -0.4 -0.1
H -5.354 -0.649 -2.020 0.5 0.2 0.0
H -4.184 -0.049 1.740 0.4 -0.1 -0.2
H -3.182 -2.416 0.761 0.1 0.5 -0.1
H -0.777 -1.966 -0.313 -0.2 0.5 0.0
H 0.665 0.341 -0.852 -0.1 0.1 -0.2
H 1.814 2.585 -1.278 0.0 -0.1 -0.2
H 3.205 4.257 -0.139 0.2 0.1 -0.1
H 2.959 4.631 2.279 0.1 0.2 0.1
H 1.253 3.389 3.538 0.0 0.1 0.3
H -0.144 1.721 2.408 -0.2 -0.1 0.1
H -2.395 1.889 1.332 0.2 -0.4 -0.2
C 3.425 -4.193 1.512 -0.2 0.4 -0.2
N 3.132 -3.043 0.663 -0.4 0.1 0.3
C 2.056 -2.185 0.781 0.5 -0.1 -0.4
N 2.083 -1.261 -0.149 -0.4 -0.3 0.6
C 3.183 -1.496 -0.889 0.9 -0.6 -0.2
C 3.854 -2.595 -0.412 0.0 0.4 -0.4
H 4.333 -4.688 1.174 0.0 0.1 -0.1
H 3.563 -3.868 2.541 0.0 0.0 0.1
H 2.601 -4.902 1.473 0.0 -0.1 0.0
H 1.292 -2.262 1.540 0.1 -0.1 0.0
H 3.475 -0.889 -1.736 -0.2 0.0 0.1
H 4.764 -3.030 -0.792 0.0 -0.3 0.3
```
Positions in Å, forces in eV/Å.

***

No. 2
The following is a quantum chemistry calculation of a structure of composition C21H21FeN2O5 in a non-equilibrium geometry, from the OMol25 dataset.

The spin multiplicity is 5. For the HOMO-LUMO gap (alpha / beta), the calculation gives 5.2 / 4.2 eV. For the energy, the calculation gives -2561.7347 hartree. As for the net charge: +1. For the HOMO energy (alpha / beta), the calculation gives -8.15 / -10.83 eV.

Geometry as XYZ:
```
50
Properties=species:S:1:pos:R:3:forces:R:3
C 2.185 -3.015 -2.856 -0.6 -0.1 0.1
O 0.792 -2.616 -2.712 -0.1 -0.3 0.2
C 0.143 -2.383 -1.549 0.0 0.9 0.4
C -1.261 -1.995 -1.569 1.5 -0.1 -1.4
C -1.552 -0.695 -0.868 -0.5 0.1 0.5
C -1.125 -0.773 0.607 -0.8 -1.1 0.0
C -0.094 -1.877 0.814 1.4 2.2 1.9
C 0.642 -2.504 -0.201 0.3 -0.3 -0.8
Fe -1.214 -3.594 -0.323 -1.5 1.9 0.5
C -2.964 -3.517 -0.539 -2.4 -0.6 0.1
O -4.118 -3.587 -0.609 2.1 0.5 -0.1
C -1.558 -4.419 1.242 -0.7 -2.0 3.1
O -2.010 -4.970 2.161 1.0 1.3 -2.1
C -1.135 -5.019 -1.286 -0.3 -5.1 -2.0
O -1.294 -6.108 -1.671 0.6 2.4 0.5
H 2.193 -3.994 -3.353 0.0 0.2 0.4
H 2.633 -2.299 -3.557 -0.1 -0.1 0.4
H 2.734 -3.038 -1.902 -0.3 0.0 -0.4
H -1.774 -2.125 -2.523 0.3 0.2 0.0
H -1.060 0.141 -1.366 -0.1 -0.3 -0.2
H -2.632 -0.494 -0.879 0.2 0.1 -0.2
H -1.993 -1.256 1.092 -0.1 0.0 -0.1
H 0.090 -2.069 1.885 0.3 -0.1 -0.8
H 1.554 -3.078 0.030 -0.5 0.4 -0.1
C 4.612 4.671 -1.124 0.2 0.1 -0.1
O 3.460 4.002 -1.683 -1.3 -0.5 1.3
C 2.483 3.560 -0.847 1.3 0.3 -0.8
C 1.430 2.806 -1.433 -1.2 -1.2 0.9
C 0.513 2.135 -0.612 1.2 0.4 -2.5
C 0.640 2.177 0.787 -2.9 -1.1 1.8
N -0.283 1.534 1.649 3.5 1.8 -1.4
C -1.179 0.525 1.367 -0.7 -1.3 -1.7
N -2.276 0.781 2.127 -1.3 0.5 1.3
C -3.650 0.309 1.977 -0.3 -0.2 0.1
C -1.957 1.722 3.100 0.4 -0.3 -0.6
C -0.709 2.148 2.846 -0.5 0.6 0.9
C 1.550 3.090 1.342 2.2 1.9 0.1
C 2.486 3.756 0.551 -0.6 -0.7 1.1
H 5.219 4.914 -1.996 0.0 0.0 0.2
H 4.333 5.591 -0.594 0.0 -0.2 -0.2
H 5.180 4.012 -0.450 -0.3 0.1 -0.2
H 1.388 2.732 -2.517 -0.2 0.1 0.2
H -0.323 1.619 -1.074 0.3 0.1 0.2
H -3.869 -0.077 0.969 0.3 0.2 0.4
H -3.867 -0.479 2.712 0.0 0.1 -0.2
H -4.330 1.154 2.170 0.2 -0.3 -0.1
H -2.642 1.988 3.895 0.1 0.0 -0.2
H -0.178 2.929 3.356 0.1 -0.1 -0.1
H 1.536 3.299 2.407 0.2 -0.2 -0.2
H 3.252 4.384 1.006 -0.4 -0.1 0.0
```
Positions in Å, forces in eV/Å.

***

No. 3
The following is a quantum chemistry calculation of a structure of composition C21H21HgN4O3P in a non-equilibrium geometry, from the OMol25 dataset.

The spin multiplicity is 2. For the HOMO-LUMO gap (alpha / beta), the calculation gives 3.5 / 5.9 eV. For the energy, the calculation gives -1752.4285 hartree. As for the net charge: -1. For the HOMO energy (alpha / beta), the calculation gives -1.19 / -3.63 eV.

Geometry as XYZ:
```
51
Properties=species:S:1:pos:R:3:forces:R:3
Hg 0.747 -0.144 0.847 -2.3 1.7 2.1
O -0.863 -3.942 1.595 0.1 -0.4 -0.2
C -0.518 -2.753 1.552 -0.5 0.4 0.5
N 0.541 -2.212 0.931 0.4 -2.2 -0.3
C 1.463 -2.868 0.128 -0.3 0.2 0.2
C 1.521 -4.251 -0.022 0.0 -0.2 0.0
C 2.471 -4.842 -0.836 0.1 0.0 -0.1
C 3.379 -4.060 -1.528 0.1 -0.2 -0.1
C 3.341 -2.680 -1.406 0.1 0.2 -0.1
C 2.404 -2.056 -0.588 0.1 -0.6 -0.1
N 2.309 -0.683 -0.421 2.0 0.8 -1.7
C 2.983 0.262 -1.094 -0.4 -2.0 0.4
O 3.851 0.123 -1.966 0.0 0.5 -0.1
C 2.580 1.653 -0.691 -1.0 0.8 1.2
C 3.053 2.728 -1.432 0.1 0.3 -0.2
C 2.710 4.026 -1.094 -0.6 -0.3 1.0
C 1.907 4.214 0.049 0.7 0.4 -1.0
C 1.476 3.113 0.741 -0.2 -0.9 0.3
N 1.758 1.846 0.393 1.6 1.4 -1.4
C -1.361 -1.734 2.263 -0.2 -1.4 -0.2
C -2.565 -2.143 2.819 0.2 0.2 -0.1
C -3.390 -1.239 3.463 -0.4 -0.7 0.0
C -2.952 0.098 3.559 0.5 0.8 -0.1
C -1.748 0.433 2.999 -0.6 0.5 0.4
N -0.951 -0.424 2.344 0.8 0.7 -0.4
H 0.798 -4.853 0.506 0.0 0.1 0.0
H 2.495 -5.920 -0.933 0.0 -0.1 0.0
H 4.120 -4.518 -2.173 0.0 0.0 0.0
H 4.035 -2.062 -1.951 0.0 0.0 0.0
H 3.691 2.509 -2.275 0.0 -0.1 0.0
H 3.053 4.869 -1.673 0.1 0.1 -0.1
H 1.633 5.207 0.379 0.0 0.0 0.0
H 0.869 3.232 1.635 0.0 -0.1 -0.1
H -2.829 -3.185 2.724 0.0 -0.1 0.0
H -4.334 -1.538 3.890 -0.1 -0.1 0.1
H -3.547 0.844 4.066 0.1 0.1 0.1
H -1.372 1.451 3.080 0.0 0.1 0.0
C -1.867 2.566 -0.168 0.1 -0.5 -0.4
P -1.954 1.150 -1.321 -1.2 0.7 -0.1
C -3.659 0.492 -1.157 0.7 0.2 -0.1
C -1.779 1.833 -3.015 0.0 -0.3 0.6
O -0.929 0.131 -1.042 0.5 -0.4 -0.2
H -2.690 3.267 -0.284 0.0 0.0 0.0
H -0.910 3.063 -0.328 -0.1 0.1 0.0
H -1.873 2.138 0.835 -0.1 0.0 0.1
H -4.418 1.262 -1.272 -0.1 0.1 0.0
H -3.725 0.040 -0.168 0.0 0.0 0.1
H -3.810 -0.290 -1.900 0.0 0.0 0.0
H -2.434 2.677 -3.211 -0.1 0.1 0.0
H -1.974 1.037 -3.732 0.0 0.0 0.0
H -0.736 2.132 -3.117 0.0 0.1 0.0
```
Positions in Å, forces in eV/Å.

***

No. 4
The following is a quantum chemistry calculation of a structure of composition C21H21IN5O5PtS, from the OMol25 dataset.

The spin multiplicity is 5. For the HOMO-LUMO gap (alpha / beta), the calculation gives 7.2 / 3.4 eV. For the energy, the calculation gives -2276.7815 hartree. As for the net charge: +3. For the HOMO energy (alpha / beta), the calculation gives -16.37 / -16.37 eV.

Geometry as XYZ:
```
55
Properties=species:S:1:pos:R:3:forces:R:3
Pt 0.364 -0.034 1.551 -0.3 0.8 -0.4
O -0.267 -0.152 3.669 -0.1 0.1 0.0
C -1.105 -0.908 4.166 0.1 -0.1 -0.2
C -1.688 -2.097 3.554 0.2 0.3 -0.2
C -2.539 -2.836 4.321 -0.3 -0.2 0.2
C -3.123 -4.008 3.797 0.1 -0.1 0.1
C -2.905 -4.454 2.499 0.0 0.0 0.0
C -2.062 -3.728 1.695 0.1 0.2 0.1
C -1.400 -2.539 2.197 -0.2 -0.1 0.0
O -0.611 -1.938 1.428 0.5 -0.2 -0.1
N -4.020 -4.792 4.688 -0.5 0.2 -0.1
O -4.241 -4.303 5.774 0.2 -0.1 -0.1
O -4.488 -5.800 4.222 0.2 0.0 0.1
H -1.440 -0.680 5.183 0.0 0.0 0.1
H -2.782 -2.541 5.336 -0.1 -0.1 0.0
H -3.400 -5.350 2.151 0.0 0.0 0.0
H -1.856 -4.020 0.673 0.0 0.0 0.0
C -0.141 6.523 -3.645 0.0 -0.1 0.0
C -0.284 5.747 -2.334 0.1 0.1 0.0
C -0.063 4.263 -2.564 0.0 0.3 0.0
N 0.062 3.583 -1.245 0.0 0.2 -0.1
C -0.080 2.350 -0.860 0.0 -0.1 -0.1
S 0.061 2.165 0.910 -0.1 -0.4 0.2
N -0.340 1.284 -1.624 0.0 -0.2 0.0
C -0.342 1.072 -3.077 0.2 0.0 0.0
O -0.716 1.925 -3.817 -0.1 -0.2 -0.1
C 0.154 -0.260 -3.485 -0.1 0.1 0.1
C 0.021 -0.578 -4.835 -0.1 0.1 -0.1
C 0.496 -1.782 -5.316 0.0 -0.1 -0.1
C 1.107 -2.680 -4.452 0.0 0.0 0.0
C 1.242 -2.370 -3.103 0.0 -0.1 0.0
C 0.772 -1.164 -2.621 0.0 0.0 0.1
H -0.567 7.518 -3.547 0.0 0.0 0.0
H -0.652 6.018 -4.467 -0.1 0.0 0.1
H 0.904 6.637 -3.925 0.1 0.0 0.0
H -1.275 5.905 -1.907 -0.1 0.0 0.0
H 0.437 6.122 -1.599 0.0 0.0 -0.1
H 0.852 4.088 -3.132 0.1 0.0 0.1
H -0.879 3.819 -3.116 -0.1 0.1 0.1
H 0.297 4.220 -0.494 0.0 0.1 0.0
H -0.511 0.442 -1.101 0.0 -0.1 0.1
H -0.462 0.130 -5.495 0.0 0.0 0.0
H 0.393 -2.018 -6.366 0.0 0.0 0.0
H 1.486 -3.621 -4.829 0.0 0.0 0.0
H 1.725 -3.074 -2.436 0.0 0.0 0.0
H 0.918 -0.939 -1.569 0.0 0.1 0.0
I 5.950 -2.295 3.597 0.0 0.0 0.0
C 4.339 -1.170 3.287 0.3 -0.3 0.0
C 3.940 -0.059 4.057 0.0 -0.1 -0.2
N 2.852 0.392 3.479 -0.2 0.2 -0.1
N 2.487 -0.328 2.365 -0.2 -0.4 0.4
C 3.368 -1.286 2.243 0.2 0.3 0.0
H 4.384 0.403 4.930 0.0 0.0 0.0
H 2.300 1.194 3.762 -0.1 0.0 -0.1
H 3.326 -1.994 1.428 0.0 0.0 0.1
```
Positions in Å, forces in eV/Å.